Here is 2 unconnected molecules or ions with the total composition C4H11NS from the Open Molecules 2025 dataset. Energies are from the ωB97M-V functional and the def2-TZVPD basis.

The geometry in XYZ format:
```
17
Properties=species:S:1:pos:R:3
C -0.831 -0.302 1.238
C -1.112 -0.584 -0.204
C -1.980 0.165 -0.898
N -0.456 -1.696 -0.729
H -0.933 0.756 1.449
H -1.494 -0.896 1.873
H 0.166 -0.635 1.534
H -2.242 -0.060 -1.922
H -2.423 1.018 -0.407
H -0.394 -2.449 -0.071
H 2.399 -0.579 -0.857
H -0.657 -1.948 -1.679
C 1.921 1.499 0.283
S 2.680 0.700 -1.180
H 2.314 1.078 1.200
H 2.189 2.549 0.198
H 0.851 1.384 0.172
```

As for the SMILES: C=C(C)N.CS. The charge is 0. The calculation puts the LUMO energy at 0.9 eV. Its HOMO energy is -8.29 eV. As for the total energy: -611.9154 a.u.



Here is 2 unconnected molecules or ions with the total composition C3H10NO2 in a non-equilibrium geometry from the Open Molecules 2025 dataset. Energies are from the ωB97M-V functional and the def2-TZVPD basis.

The geometry in XYZ format:
```
16
Properties=species:S:1:pos:R:3
C 0.040 -0.678 -0.678
O -1.185 -0.235 -0.282
C 1.129 0.027 0.233
C 1.087 -0.572 1.606
N 0.870 1.468 0.094
H 0.128 -1.771 -0.577
H 0.307 -0.400 -1.717
H 2.083 -0.129 -0.286
H 0.090 -0.678 2.026
H 1.798 -0.103 2.293
H 1.539 -1.559 1.531
H -0.143 1.556 0.202
H 1.086 1.776 -0.844
H -2.284 -0.102 -0.997
H -3.349 1.123 -1.087
O -3.195 0.279 -1.518
```

The charge is -1. The calculation puts the LUMO energy at 4.3 eV. Its HOMO energy is -3.62 eV. As for the total energy: -325.5433 a.u.



- Which value of charge does entry 1 give?
  0



- Which value of total energy does entry 2 give?
  -325.5433 a.u.



What did the second record say?
Here is 2 unconnected molecules or ions with the total composition C3H10NO2 in a non-equilibrium geometry from the Open Molecules 2025 dataset. Energies are from the ωB97M-V functional and the def2-TZVPD basis.

The geometry in XYZ format:
```
16
Properties=species:S:1:pos:R:3
C 0.040 -0.678 -0.678
O -1.185 -0.235 -0.282
C 1.129 0.027 0.233
C 1.087 -0.572 1.606
N 0.870 1.468 0.094
H 0.128 -1.771 -0.577
H 0.307 -0.400 -1.717
H 2.083 -0.129 -0.286
H 0.090 -0.678 2.026
H 1.798 -0.103 2.293
H 1.539 -1.559 1.531
H -0.143 1.556 0.202
H 1.086 1.776 -0.844
H -2.284 -0.102 -0.997
H -3.349 1.123 -1.087
O -3.195 0.279 -1.518
```

The charge is -1. The calculation puts the LUMO energy at 4.3 eV. Its HOMO energy is -3.62 eV. As for the total energy: -325.5433 a.u.